Record 1
Formula: C25H53ClN2O7
Source: the OMol25 dataset
Level of theory: wB97M-V/def2-TZVPD

Positions of all 88 atoms, in Å:
C -5.14 5.82 3.62
C -6.65 5.58 3.77
Cl -7.31 6.97 4.74
C -7.05 4.21 4.37
C -6.09 3.08 4.01
C -6.44 2.17 2.97
N -5.73 1.14 2.57
C -4.55 1.07 3.26
C -3.64 0.01 2.93
C -2.45 -0.14 3.55
C -2.04 0.80 4.57
C -2.89 1.80 4.90
C -4.16 1.96 4.27
N -4.96 2.99 4.68
H -4.66 5.60 4.58
H -4.89 6.83 3.29
H -4.72 5.13 2.87
H -7.08 5.64 2.76
H -8.06 3.97 4.03
H -7.04 4.31 5.47
H -7.40 2.34 2.46
H -3.91 -0.71 2.15
H -1.75 -0.93 3.30
H -1.07 0.74 5.08
H -2.61 2.54 5.66
C 3.23 -0.74 4.41
C 1.75 -0.56 4.13
O 1.22 0.51 4.91
H 3.40 -0.94 5.47
H 3.65 -1.56 3.83
H 3.78 0.18 4.17
H 1.21 -1.47 4.39
H 1.58 -0.35 3.07
H 1.70 1.31 4.67
C 2.41 -1.08 -1.09
C 2.37 -1.46 0.38
O 1.03 -1.42 0.88
H 2.00 -0.08 -1.23
H 3.43 -1.10 -1.47
H 1.80 -1.76 -1.68
H 2.96 -0.76 0.97
H 2.77 -2.47 0.53
H 0.51 -2.04 0.36
C 2.06 -5.66 2.01
C 0.58 -5.47 1.73
O 0.05 -4.40 2.51
H 2.23 -5.86 3.07
H 2.47 -6.48 1.42
H 2.61 -4.75 1.76
H 0.03 -6.37 2.00
H 0.41 -5.26 0.67
H 0.53 -3.60 2.27
C -4.27 9.50 0.12
C -3.53 9.26 1.42
O -3.35 7.87 1.65
H -5.25 9.01 0.14
H -4.42 10.57 -0.06
H -3.72 9.08 -0.73
H -4.09 9.66 2.26
H -2.55 9.75 1.40
H -2.84 7.51 0.92
C 1.44 -4.11 -4.45
C 1.95 -5.31 -3.66
O 1.74 -5.12 -2.26
H 1.94 -3.20 -4.13
H 1.61 -4.25 -5.52
H 0.37 -3.97 -4.28
H 3.02 -5.43 -3.82
H 1.45 -6.23 -3.98
H 0.79 -5.02 -2.13
C 5.86 -1.44 -5.07
C 4.47 -2.01 -4.82
O 3.48 -0.99 -4.96
H 6.06 -0.63 -4.36
H 6.62 -2.21 -4.95
H 5.93 -1.02 -6.07
H 4.39 -2.41 -3.81
H 4.25 -2.82 -5.53
H 3.54 -0.65 -5.86
C 5.37 -3.59 -9.43
C 5.28 -3.95 -7.96
O 3.93 -3.89 -7.50
H 4.97 -2.59 -9.60
H 6.40 -3.63 -9.78
H 4.77 -4.28 -10.03
H 5.86 -3.25 -7.36
H 5.67 -4.96 -7.78
H 3.42 -4.52 -8.02

Results
DFT total energy: -56618.212 eV
E_HOMO: -0.3227 Ha
total charge: 0
spin multiplicity: 1
energy above the lowest of the compared OMol25 structures with the same formula, charge and spin: 0.0 kcal/mol
frontier orbital gap: 8.904 eV

***

Record 2
Formula: C25H53O15P
Source: the OMol25 dataset
Level of theory: wB97M-V/def2-TZVPD

Positions of all 94 atoms, in Å:
C -6.76 5.24 -1.82
C -7.82 4.28 -1.32
O -8.71 3.88 -2.38
C -8.24 2.90 -3.14
O -7.19 2.32 -2.98
O -9.12 2.64 -4.10
C -8.72 1.61 -5.01
H -7.22 6.09 -2.32
H -6.16 5.60 -0.98
H -6.10 4.75 -2.53
H -8.46 4.77 -0.59
H -7.38 3.40 -0.86
H -8.45 0.70 -4.47
H -7.89 1.94 -5.62
H -9.58 1.41 -5.64
C -2.60 -3.80 -4.51
C -3.11 -3.49 -3.12
O -2.99 -2.09 -2.81
C -3.95 -1.32 -3.30
O -4.90 -1.69 -3.94
O -3.69 -0.06 -2.95
C -4.64 0.90 -3.44
H -1.58 -3.44 -4.63
H -2.62 -4.88 -4.68
H -3.22 -3.32 -5.26
H -2.51 -4.00 -2.37
H -4.15 -3.80 -2.99
H -5.65 0.62 -3.16
H -4.56 0.99 -4.52
H -4.39 1.84 -2.97
C -0.21 -0.74 2.05
C 0.76 -1.90 1.99
O 2.03 -1.55 2.57
C 2.08 -1.61 3.90
O 1.20 -1.94 4.63
O 3.31 -1.23 4.27
C 3.51 -1.21 5.69
H 0.22 0.15 1.58
H -1.13 -1.00 1.52
H -0.46 -0.49 3.08
H 0.98 -2.16 0.96
H 0.36 -2.78 2.49
H 3.24 -2.17 6.13
H 2.93 -0.42 6.15
H 4.57 -1.03 5.84
C 3.87 0.43 1.12
C 5.22 0.24 1.76
O 6.23 -0.09 0.78
C 6.73 0.94 0.10
O 6.44 2.10 0.24
O 7.62 0.46 -0.77
C 8.21 1.46 -1.61
H 3.60 -0.45 0.54
H 3.11 0.59 1.89
H 3.87 1.29 0.45
H 5.21 -0.60 2.45
H 5.53 1.13 2.31
H 8.63 2.27 -1.02
H 7.48 1.85 -2.31
H 9.00 0.95 -2.16
C 9.17 -1.60 1.28
C 8.87 -2.72 0.31
O 9.97 -2.94 -0.60
C 10.97 -3.67 -0.12
O 11.04 -4.16 0.98
O 11.90 -3.76 -1.07
C 13.07 -4.49 -0.68
H 9.44 -0.69 0.73
H 8.29 -1.39 1.88
H 10.00 -1.85 1.94
H 8.02 -2.47 -0.31
H 8.64 -3.65 0.84
H 12.80 -5.47 -0.30
H 13.63 -3.94 0.07
H 13.67 -4.60 -1.58
C -3.31 1.46 3.27
C -3.73 1.08 1.85
C -4.57 2.17 1.14
P -5.78 3.09 2.19
C -7.37 2.14 2.19
C -7.25 0.67 1.75
H -4.09 1.21 3.99
H -2.41 0.91 3.56
H -3.08 2.52 3.34
H -2.84 0.95 1.24
H -4.27 0.12 1.82
H -5.02 1.76 0.23
H -3.86 2.93 0.81
H -6.09 4.17 1.33
H -7.74 2.17 3.22
H -8.12 2.64 1.57
H -7.36 0.59 0.67
H -8.05 0.08 2.21
H -6.30 0.24 2.05

Results
DFT total energy: -66786.653 eV
E_HOMO: -0.3083 Ha
total charge: 0
spin multiplicity: 1
frontier orbital gap: 8.951 eV

***

Record 3
Formula: C25H54BN2O7S
Source: the OMol25 dataset
Level of theory: wB97M-V/def2-TZVPD

Positions of all 90 atoms, in Å:
C -6.77 2.89 -0.73
C -5.69 1.62 -0.69
C -6.49 0.37 -1.47
C -4.37 2.13 -1.53
S -2.83 1.09 -1.31
O -2.15 1.22 0.24
C -1.86 2.61 0.61
C -2.16 2.71 2.26
C -3.73 2.25 2.53
O -1.83 4.02 2.83
O -3.30 -0.58 -1.42
B -2.38 -1.23 -0.42
O -2.85 -1.66 0.94
O -0.94 -1.48 -0.75
H -6.99 3.06 -1.89
H -6.31 3.85 -0.22
H -7.81 2.58 -0.25
H -5.38 1.32 0.40
H -7.58 0.36 -1.01
H -6.57 0.68 -2.61
H -5.98 -0.67 -1.32
H -4.22 3.28 -1.23
H -4.68 2.10 -2.68
H -2.44 3.43 0.00
H -0.68 2.78 0.51
H -1.46 1.86 2.73
H -4.39 2.89 1.77
H -3.94 1.12 2.25
H -4.01 2.50 3.64
H -2.42 4.09 3.66
H -1.99 -1.78 1.47
H -0.65 -2.31 -0.27
C 5.26 4.72 0.02
C 3.88 5.10 -0.60
C 3.73 6.65 -0.63
C 3.47 7.27 0.74
C 2.28 6.59 1.42
C 2.42 5.05 1.49
N 2.78 4.44 0.17
O 1.63 4.47 -0.64
C 3.49 4.68 2.55
C 1.10 4.45 2.09
C 3.99 4.60 -2.07
H 6.02 4.52 -0.74
H 5.67 5.50 0.66
H 5.19 3.79 0.61
H 2.91 6.93 -1.30
H 4.64 7.11 -1.06
H 4.35 7.20 1.37
H 3.26 8.34 0.63
H 2.16 7.01 2.43
H 1.36 6.86 0.87
H 3.67 3.60 2.58
H 3.16 4.97 3.56
H 4.45 5.18 2.40
H 0.22 4.73 1.51
H 0.93 4.82 3.10
H 1.15 3.36 2.14
H 4.10 3.51 -2.11
H 4.86 5.03 -2.58
H 3.12 4.88 -2.68
C 2.43 -7.38 -2.32
C 2.26 -6.58 -0.99
C 2.43 -7.54 0.23
C 1.25 -8.47 0.45
C -0.06 -7.69 0.52
C -0.27 -6.75 -0.70
N 0.92 -5.89 -0.99
O 0.97 -4.89 0.00
C -0.62 -7.61 -1.95
C -1.57 -5.91 -0.47
C 3.46 -5.58 -1.00
H 3.45 -7.29 -2.72
H 2.24 -8.45 -2.20
H 1.78 -6.99 -3.11
H 2.58 -6.95 1.14
H 3.34 -8.14 0.11
H 1.19 -9.22 -0.35
H 1.39 -9.03 1.38
H -0.90 -8.39 0.61
H -0.06 -7.10 1.45
H -0.71 -6.98 -2.85
H -1.59 -8.11 -1.82
H 0.09 -8.40 -2.15
H -1.53 -5.33 0.46
H -2.45 -6.56 -0.39
H -1.75 -5.22 -1.30
H 3.38 -4.88 -1.84
H 4.41 -6.11 -1.09
H 3.53 -5.00 -0.07

Results
DFT total energy: -55611.428 eV
E_HOMO (spin up / spin down): -0.4009 / -0.4239 Ha
total charge: +1
⟨S²⟩: 2.010
spin multiplicity: 3
frontier orbital gap (spin up / spin down): 6.704 / 7.329 eV

***

Molar mass (g/mol)
529.16 624.66 537.59